1.
ORCA calculation (ωB97M-V/def2-TZVPD) on one molecule with the formula C5H11NOS.

Structure (XYZ):
```
19
Properties=species:S:1:pos:R:3:forces:R:3
S -1.105 0.637 -0.144 -0.40 -0.96 -0.26
O 2.065 -0.167 1.700 0.98 -0.33 -1.17
N -1.951 -0.237 -1.357 -0.63 2.69 -0.74
C 1.087 -0.172 -1.797 0.75 0.90 -1.41
C -2.567 -1.568 -1.188 -0.47 1.18 2.73
C 0.600 0.042 -0.374 0.02 -0.12 -0.65
C 1.529 0.657 0.693 -3.48 1.28 1.15
C 0.860 -1.326 -0.927 0.92 -0.81 1.77
H 1.587 -1.882 -0.362 1.14 0.33 -0.09
H 2.255 1.290 0.266 1.19 0.46 -0.83
H -2.444 0.493 -1.992 1.01 -2.27 1.53
H 0.856 1.412 1.237 0.77 -0.93 -0.53
H 2.921 -0.375 1.287 -0.21 -0.50 0.92
H 2.144 0.151 -2.141 -2.00 -0.49 0.61
H 0.173 -2.091 -1.151 -1.60 -0.07 -0.45
H -1.972 -2.186 -1.794 -0.12 -1.43 -1.07
H -3.660 -1.519 -1.337 0.59 -0.30 -0.56
H 0.229 -0.133 -2.527 1.34 0.40 0.51
H -2.477 -1.977 -0.113 0.18 0.96 -1.43
```
Forces are in eV/Å.

Output
DFT total energy (eV): -19733.3496
M (Da): 133.22
Energy above the lowest of the compared OMol25 structures with the same formula, charge and spin (kcal per mole): 86.4
SMILES: CNSC1(CO)CC1
E_HOMO (eV): -8.2
Kohn-Sham gap (eV): 8.99

2.
ORCA calculation (ωB97M-V/def2-TZVPD) on one molecule with the formula C5H11NOS.

Structure (XYZ):
```
19
Properties=species:S:1:pos:R:3:forces:R:3
S 1.370 -1.459 2.425 0.09 0.16 0.10
O -1.587 1.848 -2.597 -0.07 -0.06 -0.03
N -0.409 0.180 -1.637 -0.07 -0.40 1.08
C -0.650 1.498 -1.907 0.07 0.16 -0.09
C -0.564 -1.245 0.385 -0.23 0.40 0.77
C 0.316 -0.308 -0.440 0.21 -0.50 -0.99
C -0.344 -1.118 1.903 0.42 -0.74 -0.79
C 0.331 2.513 -1.353 -0.70 -0.05 -0.02
H 1.287 2.075 -1.093 0.23 0.23 -0.16
H -0.982 -1.857 2.369 -0.20 0.17 0.42
H -0.468 -2.291 0.096 0.14 0.04 -0.14
H 1.202 -0.841 -0.803 -0.03 0.04 0.29
H -0.123 2.954 -0.460 0.12 -0.07 0.02
H -1.615 -0.972 0.257 -0.06 0.02 -0.27
H 0.678 0.508 0.170 -0.10 0.31 0.12
H 1.218 -2.759 2.696 -0.04 -0.05 -0.06
H -1.204 -0.420 -1.820 -0.02 0.25 -0.49
H -0.585 -0.119 2.241 -0.12 0.16 0.16
H 0.372 3.306 -2.098 0.37 -0.06 0.08
```
Forces are in eV/Å.

Output
DFT total energy (eV): -19736.4153
M (Da): 133.22
Energy above the lowest of the compared OMol25 structures with the same formula, charge and spin (kcal per mole): 15.7
SMILES: CC(=O)NCCCS
E_HOMO (eV): -9.3
Kohn-Sham gap (eV): 10.01

3.
ORCA calculation (ωB97M-V/def2-TZVPD) on a 3-piece molecular cluster, C5H11NOS overall.

Structure (XYZ):
```
19
Properties=species:S:1:pos:R:3:forces:R:3
S -3.367 0.396 -0.244 0.49 -0.21 -0.07
O 1.870 -0.973 0.317 -0.09 -0.09 -0.47
N 0.512 0.497 -0.930 -1.61 0.16 1.27
C -0.927 -1.494 -0.765 0.49 0.35 0.11
C 1.394 0.140 0.185 1.16 -0.39 0.94
C 1.464 1.167 1.161 -0.21 0.59 -1.45
C -0.626 -0.054 -0.666 1.31 -0.36 -1.03
C -1.680 0.916 -0.147 -2.45 0.64 -0.30
H -1.528 -0.349 2.455 0.04 -0.05 0.09
H -1.690 -1.064 2.342 -0.02 -0.01 0.03
H 1.101 2.147 0.868 0.42 0.00 0.11
H -1.592 -1.737 0.036 -0.54 -0.35 0.52
H 2.069 1.030 2.040 -0.39 -0.23 0.39
H -1.432 1.044 0.919 0.74 -0.06 -0.05
H -1.633 1.864 -0.679 0.71 0.06 0.21
H -0.007 -2.058 -0.784 0.28 -0.16 0.13
H -1.458 -1.676 -1.685 -0.32 0.09 -0.45
H 3.997 0.260 -1.960 -0.27 -0.18 -0.29
H 3.532 -0.055 -2.464 0.26 0.19 0.30
```
Forces are in eV/Å.

Output
DFT total energy (eV): -19727.7388
M (Da): 133.22
Energy above the lowest of the compared OMol25 structures with the same formula, charge and spin (kcal per mole): 215.8
E_HOMO (eV): -8.0
Kohn-Sham gap (eV): 4.00

4.
ORCA calculation (ωB97M-V/def2-TZVPD) on an isolated ion of composition C5H11NOS and charge +1.

Structure (XYZ):
```
19
Properties=species:S:1:pos:R:3:forces:R:3
S -0.389 2.917 -0.085 0.34 0.44 -0.10
O 1.300 -0.435 1.940 -0.27 -0.25 -0.75
N -0.330 -1.052 -0.724 1.56 -1.07 2.68
C -0.906 1.274 -0.319 -1.08 -1.63 0.21
C -0.067 -3.455 -1.134 -0.85 -0.70 0.16
C 0.640 -2.154 -0.908 0.29 0.34 -1.59
C 0.312 0.000 1.433 1.59 -0.10 2.01
C 0.183 0.101 -0.077 -1.74 1.36 -2.64
H 1.101 0.426 -0.565 0.37 -0.37 0.42
H 1.216 -1.889 -1.808 0.08 -0.05 0.17
H -1.356 1.135 -1.302 0.52 0.23 -0.21
H -0.442 2.852 1.242 0.09 0.24 0.35
H 0.558 -4.320 -0.923 0.24 0.15 -0.18
H -1.150 -1.457 -0.263 -0.42 0.51 -0.48
H -1.727 0.976 0.348 0.07 0.38 0.09
H -0.930 -3.586 -0.466 0.15 0.16 0.07
H 1.392 -2.198 -0.109 -0.37 0.34 0.35
H -0.421 0.450 2.120 -0.71 0.02 -0.52
H -0.466 -3.538 -2.145 0.16 0.00 -0.02
```
Forces are in eV/Å.

Output
Expectation value of S²: 0.758
DFT total energy (eV): -19726.4836
2S+1: 2
M (Da): 133.22
Energy above the lowest of the compared OMol25 structures with the same formula, charge and spin (kcal per mole): 27.3
Net charge: +1
E_HOMO (spin up / spin down) (eV): -13.9 / -13.5
Kohn-Sham gap (spin up / spin down) (eV): 9.59 / 5.15

5.
ORCA calculation (ωB97M-V/def2-TZVPD) on a 2-piece molecular cluster, C5H11NS overall.

Structure (XYZ):
```
18
Properties=species:S:1:pos:R:3:forces:R:3
S -0.273 0.917 -0.834 0.98 1.52 -0.38
N 0.619 0.125 -2.019 3.27 -0.69 -0.66
C 1.108 -1.379 1.631 2.21 0.38 0.67
C -0.047 2.531 -1.528 -2.79 1.45 1.76
C -0.246 -0.760 1.916 0.68 -2.59 -0.66
C -0.022 -1.589 0.736 0.94 0.13 1.13
C -1.726 0.252 -1.289 -1.89 -0.13 2.36
H 0.863 -0.782 -1.570 0.03 0.66 -0.81
H 2.005 -0.650 1.547 -1.64 -1.06 -0.63
H 1.489 -2.256 2.206 -0.68 0.62 -0.22
H -0.827 -1.128 2.692 -1.04 -0.83 1.47
H -0.284 -1.757 -0.263 -0.44 -0.21 -0.91
H 1.573 0.611 -2.298 -2.57 -0.85 1.06
H -0.351 0.236 1.772 -0.12 3.06 -0.36
H -0.684 2.628 -2.443 0.77 -0.15 0.30
H -0.525 3.310 -0.739 1.38 -1.69 -1.60
H -2.495 0.026 -0.439 1.47 0.60 -1.90
H -1.979 0.478 -2.299 -0.57 -0.22 -0.61
```
Forces are in eV/Å.

Output
DFT total energy (eV): -17680.0075
M (Da): 117.22
Energy above the lowest of the compared OMol25 structures with the same formula, charge and spin (kcal per mole): 195.0
E_HOMO (spin up / spin down) (eV): -7.9 / -8.2
Kohn-Sham gap (spin up / spin down) (eV): 6.91 / 8.17

6.
ORCA calculation (ωB97M-V/def2-TZVPD) on a 2-piece molecular cluster, C5H11NS overall.

Structure (XYZ):
```
18
Properties=species:S:1:pos:R:3:forces:R:3
S 0.202 1.965 1.365 -0.68 0.14 -0.78
N 0.590 -1.965 -0.226 -0.30 0.34 -0.81
C 1.124 -1.072 -0.941 0.00 0.48 0.42
C 0.434 2.273 -0.402 0.36 0.00 0.68
C 0.125 -3.132 -0.854 -0.03 -0.92 0.32
C -0.803 -3.244 -1.796 0.16 0.20 -0.20
C -1.596 2.017 1.410 0.43 -0.04 0.50
H -1.156 -4.232 -2.052 0.09 -0.01 -0.12
H 1.506 2.266 -0.585 -0.01 0.03 -0.09
H 1.321 -0.120 -0.450 0.44 -0.12 0.04
H 0.485 -4.052 -0.401 0.03 0.16 0.17
H -0.057 1.471 -0.948 -0.14 0.01 -0.06
H -1.238 -2.417 -2.344 -0.05 0.15 0.25
H 0.002 3.242 -0.650 -0.07 0.03 0.03
H -1.919 1.984 2.447 0.07 -0.03 0.03
H -1.926 2.946 0.945 -0.04 -0.09 -0.16
H 1.406 -1.118 -1.994 -0.23 -0.39 -0.08
H -1.960 1.129 0.888 -0.03 0.07 -0.16
```
Forces are in eV/Å.

Output
Expectation value of S²: 0.753
DFT total energy (eV): -17678.3235
2S+1: 2
M (Da): 117.22
Energy above the lowest of the compared OMol25 structures with the same formula, charge and spin (kcal per mole): 15.9
Net charge: +1
E_HOMO (spin up / spin down) (eV): -12.1 / -12.1
Kohn-Sham gap (spin up / spin down) (eV): 8.56 / 3.55

7.
ORCA calculation (ωB97M-V/def2-TZVPD) on an isolated ion of composition C5H11NS2 and charge -2.

Structure (XYZ):
```
19
Properties=species:S:1:pos:R:3:forces:R:3
S -4.195 -0.657 1.704 0.27 -0.20 -0.26
S 4.245 0.809 -1.163 0.21 -0.05 -0.10
N 0.270 -0.278 -0.801 0.35 -1.16 0.68
C -1.757 0.201 0.540 1.28 0.00 0.05
C -2.447 -1.022 1.164 -0.89 1.38 0.20
C 2.420 0.899 -1.288 0.77 -0.78 0.45
C 1.719 -0.449 -1.070 -0.96 0.22 -0.74
C -0.187 0.075 0.525 -0.82 0.69 0.17
H -2.024 0.433 -0.493 -0.48 -0.34 -0.08
H -0.195 0.288 -1.491 0.22 0.17 -0.15
H -1.890 -1.197 2.083 0.10 -0.57 -0.10
H -2.034 1.098 1.094 -0.08 -0.12 0.26
H 1.721 -1.145 -1.918 0.51 0.47 -0.42
H 2.257 -1.036 -0.324 -0.39 0.34 0.57
H -2.450 -1.862 0.478 0.28 -0.25 0.08
H 0.230 1.028 0.897 0.11 0.06 -0.13
H 2.189 1.335 -2.258 -0.45 0.06 0.01
H 2.064 1.520 -0.467 -0.15 0.34 -0.21
H 0.114 -0.661 1.277 0.11 -0.27 -0.28
```
Forces are in eV/Å.

Output
DFT total energy (eV): -28523.1116
M (Da): 149.28
Energy above the lowest of the compared OMol25 structures with the same formula, charge and spin (kcal per mole): 9.2
SMILES: [S-]CCCNCC[S-]
Net charge: -2
E_HOMO (eV): -0.4
Kohn-Sham gap (eV): 6.09

8.
ORCA calculation (ωB97M-V/def2-TZVPD) on one molecule with the formula C5H11NSi.

Structure (XYZ):
```
18
Properties=species:S:1:pos:R:3:forces:R:3
Si 1.141 -0.918 1.720 0.82 0.18 0.20
N 0.598 -1.216 0.094 -0.58 1.76 -1.14
C -1.158 2.813 0.235 2.01 -4.15 -2.25
C 0.278 -2.606 -0.182 -1.56 0.44 0.09
C -0.088 -0.214 -0.599 -0.11 4.14 2.50
C -0.919 3.542 -1.061 -0.85 2.28 2.70
C -0.409 1.081 0.073 -0.13 -1.48 0.28
H -1.392 4.585 -0.841 1.25 -1.40 -0.76
H -0.163 -0.962 2.604 1.45 0.35 -0.40
H -1.242 3.245 -2.023 -0.41 -1.01 -0.89
H 1.924 -2.237 1.893 -0.37 1.04 0.40
H -0.168 0.932 1.158 -0.43 0.30 -0.82
H -0.180 -0.451 -1.637 -0.66 0.18 -0.62
H 2.149 0.371 1.665 -1.50 -1.66 0.47
H 1.124 -3.113 0.159 1.11 -1.42 0.38
H 0.189 3.545 -1.069 -0.26 0.43 0.00
H -0.571 -2.811 0.530 0.37 -0.69 -1.23
H 0.108 -2.902 -1.256 -0.17 0.72 1.10
```
Forces are in eV/Å.

Output
DFT total energy (eV): -14723.2008
M (Da): 113.24
Energy above the lowest of the compared OMol25 structures with the same formula, charge and spin (kcal per mole): 196.8
E_HOMO (eV): -7.9
Kohn-Sham gap (eV): 7.42

Q: The highest DFT total energy belongs to which entry?
A: C5H11NSi

Q: DFT total energy of number 1 (C5H11NOS)?
A: -19733.3496 eV

Q: What is the formula in the third record?
A: C5H11NOS